No. 1
Density functional theory data (ωB97M-V/def2-TZVPD) for a structure of composition C3H3NaO3.

Each line ends with the Löwdin charge.
Positions of all 10 atoms, in Å:
1 Na -3.48257 1.99268 2.06811  0.920
2 O 0.18613 1.10820 -0.48419  0.182
3 O -1.56798 1.46755 0.92806  0.203
4 O -0.54411 -0.95378 0.62878  0.216
5 C -0.73605 0.91822 0.31252  -0.308
6 C 1.18615 -0.48128 -0.83353  0.183
7 C 0.32380 -1.36957 -0.08014  -0.052
8 H 2.09986 -0.20827 -0.28200  0.181
9 H 1.54246 -1.88129 -0.34494  0.296
10 H 0.99231 -0.59246 -1.91266  0.178

Values from the calculation:
2S+1: 1
Total charge: +2
E_tot, Ha: -503.34005
LUMO level, eV: -10.661
Molar mass, g/mol: 110.0
Frontier orbital gap, eV: 9.7931

No. 2
Density functional theory data (ωB97M-V/def2-TZVPD) for an isolated molecule of C24H30N4O4.

Each line ends with the Löwdin charge.
Positions of all 62 atoms, in Å:
1 O 3.16054 -2.62179 -1.94481  -0.034
2 O -2.16194 2.50391 -1.86879  0.102
3 O -1.04477 -0.36652 1.75085  0.052
4 O 1.64385 -3.59682 -0.11055  -0.029
5 N -3.84724 -1.57853 -3.60546  0.159
6 N -3.22011 1.92039 -3.77448  0.179
7 N 1.96243 1.00454 4.40804  -0.277
8 N -0.75833 1.87698 1.94151  0.045
9 C -1.89693 -0.25647 -0.97183  -0.152
10 C -0.21401 1.61080 3.25742  -0.115
11 C 1.02188 -3.14912 2.22206  -0.066
12 C 2.04078 2.12143 5.32206  -0.107
13 C -1.13054 0.73132 1.21815  -0.346
14 C -0.56751 -0.89974 -1.31977  -0.176
15 C 1.49403 -0.19925 5.06060  -0.092
16 C 1.50801 -0.91262 -2.52846  -0.008
17 C -2.65427 0.18275 -2.20251  -0.147
18 C -0.40313 4.29818 2.26526  -0.011
19 C -0.82723 3.13198 1.42752  -0.237
20 C -3.29104 -0.79141 -2.97713  -0.205
21 C 4.82856 -0.86243 -2.27439  -0.064
22 C 4.11795 -2.09317 -2.83394  -0.247
23 C 1.29974 1.29671 3.16239  -0.174
24 C 1.95848 -1.99539 -1.79367  -0.187
25 C -1.60147 0.95255 -0.11985  -0.008
26 C -1.69000 2.21835 -0.61721  -0.167
27 C 0.26039 -0.35683 -2.28246  -0.019
28 C 0.96346 -4.09413 1.02360  -0.236
29 C -2.68903 1.47786 -2.59467  -0.303
30 C -1.30485 3.32787 0.16550  0.046
31 C -0.13491 -2.00187 -0.59148  0.039
32 C 1.12074 -2.54313 -0.79435  -0.174
33 H 4.83897 -2.90501 -2.96708  0.123
34 H 0.52219 -0.07236 5.55923  0.087
35 H 1.07749 2.37735 5.78987  0.082
36 H 0.61663 -3.65124 3.09704  0.080
37 H 5.59440 -0.53092 -2.97065  0.075
38 H -1.38383 4.31468 -0.25558  0.121
39 H 1.41810 0.43002 2.50693  0.122
40 H 2.12220 -0.47574 -3.29989  0.106
41 H 2.74281 1.86953 6.11661  0.084
42 H 0.44611 -2.24473 2.04022  0.041
43 H -0.72921 0.72462 3.63651  0.123
44 H -2.48888 -0.97434 -0.39237  0.158
45 H -0.05395 0.50256 -2.85719  0.119
46 H 2.41988 2.99566 4.79454  0.083
47 H -0.39994 2.45367 3.92004  0.110
48 H -1.06418 4.41877 3.12350  0.094
49 H 5.29556 -1.11040 -1.32466  0.079
50 H 2.22650 -0.49302 5.81272  0.086
51 H 3.66683 -1.87208 -3.80995  0.116
52 H -3.80663 1.27585 -4.27761  0.103
53 H -0.79395 -2.40758 0.15713  0.112
54 H 4.12466 -0.05066 -2.10810  0.065
55 H 2.05659 -2.87586 2.41805  0.082
56 H 0.61417 4.17613 2.63044  0.080
57 H -0.45033 5.20652 1.67205  0.085
58 H 1.81634 2.14271 2.69786  0.117
59 H -0.07635 -4.34316 0.77662  0.120
60 H -3.45853 2.89675 -3.82402  0.111
61 H 1.49195 -5.02314 1.25778  0.123
62 H 1.40811 -0.99588 4.32562  0.074

Values from the calculation:
2S+1: 1
SMILES string: CCOc1ccc([C@@H]2C(C#N)=C(N)Oc3cc(C)n(CCN(C)C)c(=O)c32)cc1OCC
E_tot, Ha: -1452.51275
LUMO level, eV: 0.498
Molar mass, g/mol: 438.5
Frontier orbital gap, eV: 8.1006

No. 3
Density functional theory data (ωB97M-V/def2-TZVPD) for a structure of composition C28H64IN6O5P2S2.

Each line ends with the Löwdin charge.
Positions of all 108 atoms, in Å:
1 I 1.17483 -0.00345 3.00270  1.020
2 S -0.97554 1.88169 0.64131  0.157
3 S -5.15286 -0.84720 1.08290  0.877
4 P -2.10300 0.48232 -0.09467  0.387
5 P -0.37091 -2.02644 5.04839  0.612
6 O 1.12526 -2.76426 5.28435  -0.171
7 O -0.51690 -0.95796 6.15445  -0.319
8 O -9.96064 -5.04915 0.47243  0.067
9 O -1.53813 -3.27686 5.25603  -0.156
10 O -10.64409 -3.31572 1.79137  -0.071
11 N -4.07864 -0.53864 2.45342  -0.319
12 N -1.82591 -0.38142 3.36382  0.086
13 N 2.22469 4.75333 -3.06230  -0.189
14 N 0.46373 -3.35021 2.17392  -0.040
15 N -2.31293 -0.94851 0.91518  -0.248
16 N 8.29549 3.14281 -2.92518  -0.193
17 C -9.53227 -2.60769 2.39641  -0.188
18 C 7.38158 2.21922 -3.58626  -0.276
19 C -8.66383 -3.50168 3.40139  -0.169
20 C 0.44269 3.60886 -4.49554  -0.087
21 C 7.77561 4.50512 -2.83706  -0.250
22 C -10.34697 -3.04162 -0.85695  -0.004
23 C 1.00330 -5.47726 3.57587  -0.239
24 C 7.54856 5.26452 -4.14248  -0.090
25 C -6.47938 -2.21185 3.94580  -0.212
26 C -1.21039 -1.95818 0.82942  -0.298
27 C 3.60548 5.27768 -5.07653  -0.084
28 C -2.74002 -0.63620 2.27617  -0.312
29 C 0.01542 -1.56621 -0.13451  -0.119
30 C 1.02743 -7.07918 3.51214  -0.115
31 C 3.37778 4.37415 -3.87045  -0.270
32 C -0.57991 -1.25293 3.29776  -0.771
33 C 0.94843 4.85052 -3.76168  -0.246
34 C -6.27250 -0.60007 3.87662  -0.216
35 C 7.76939 0.75374 -3.42623  -0.093
36 C -10.30777 -3.84579 0.51831  -0.412
37 C 0.19364 -4.80070 2.35060  -0.215
38 C -0.72634 -2.48965 2.28754  -0.342
39 C 9.70290 3.03648 -3.29554  -0.248
40 C 2.17654 4.07393 -1.77084  -0.246
41 C -4.73379 -0.17181 3.74213  -0.187
42 C -7.91314 -2.64100 4.52557  -0.180
43 C 10.06597 3.21158 -4.76959  -0.086
44 C 1.99660 2.55726 -1.77262  -0.105
45 H -5.61327 -2.62175 4.57875  0.109
46 H -1.63110 -3.09885 2.67477  0.140
47 H 0.17537 5.18578 -3.06216  0.115
48 H 7.28013 2.44157 -4.65596  0.098
49 H 1.01972 5.66716 -4.48887  0.104
50 H 0.83514 -2.37435 -0.16318  0.103
51 H -2.38943 -3.01357 4.84799  0.060
52 H 0.54035 -0.59698 0.13581  0.011
53 H -4.20870 -0.55783 4.67899  0.134
54 H 6.81813 4.46430 -2.30228  0.100
55 H -10.01726 -1.95659 -0.75900  0.078
56 H 10.06693 4.26094 -5.06400  0.055
57 H 4.53918 5.00211 -5.57447  0.064
58 H 1.83363 -2.38291 4.72264  0.045
59 H 0.47084 -5.17768 4.54842  0.091
60 H 0.01161 2.88032 -3.80812  0.046
61 H 3.10860 4.29988 -1.23836  0.112
62 H 6.99080 0.11531 -3.85348  0.071
63 H -4.77416 -2.07146 0.55266  -0.061
64 H -3.42498 1.06301 -0.22871  -0.021
65 H -2.21138 -0.59786 4.29560  0.091
66 H -0.35045 3.89355 -5.19386  0.073
67 H 1.38922 4.52165 -1.15547  0.111
68 H -0.90007 -5.09681 2.43417  0.125
69 H -7.74474 -3.35115 5.41239  0.120
70 H -9.93561 -1.70811 2.97988  0.134
71 H -9.64284 -3.54274 -1.60046  0.094
72 H 11.07732 2.83244 -4.94533  0.074
73 H 9.39735 2.66145 -5.43564  0.068
74 H 0.80760 -7.47886 4.56738  0.083
75 H -7.93993 -4.12012 2.75653  0.117
76 H 2.05543 -5.01661 3.55457  0.113
77 H 8.48834 5.60055 -4.58380  0.057
78 H 10.06715 2.05464 -2.97204  0.102
79 H -8.89050 -2.18984 1.53705  0.126
80 H 3.68613 6.32530 -4.77410  0.084
81 H -6.97385 -0.09355 3.13986  0.103
82 H 7.00583 4.67131 -4.88323  0.058
83 H 8.42913 5.10087 -2.19182  0.113
84 H -8.50094 -1.73513 4.88736  0.116
85 H 3.30856 3.33524 -4.21717  0.098
86 H 10.28935 3.74512 -2.70154  0.116
87 H 2.20636 2.16026 -0.77361  0.059
88 H 6.95294 6.16220 -3.94717  0.073
89 H 1.22406 3.11883 -5.08077  0.069
90 H 4.27893 4.43539 -3.25005  0.105
91 H 2.80465 5.18928 -5.81411  0.066
92 H -11.41196 -3.03340 -1.28834  0.104
93 H 0.30660 -7.49838 2.73058  0.080
94 H 0.97096 2.27236 -2.01555  0.032
95 H -1.68322 0.20578 -1.43758  0.014
96 H 1.26694 -3.01135 2.71116  0.067
97 H 2.67417 2.05545 -2.46864  0.068
98 H -6.60173 -0.23052 4.91996  0.133
99 H 7.87624 0.48794 -2.37087  0.078
100 H 2.10515 -7.39681 3.29057  0.080
101 H 8.70316 0.51728 -3.94092  0.065
102 H -4.70673 0.97977 3.82599  0.155
103 H 0.59242 -5.32904 1.40286  0.127
104 H -6.34541 -2.66940 2.90164  0.074
105 H -1.67471 -2.89787 0.34121  0.158
106 H 6.38382 2.33640 -3.14838  0.109
107 H -0.41693 -1.56799 -1.20355  0.080
108 H -9.37778 -4.27747 3.86616  0.134

Values from the calculation:
2S+1: 1
Total charge: +1
E_tot, Ha: -3586.38844
LUMO level, eV: -4.317
Molar mass, g/mol: 817.8
Frontier orbital gap, eV: 4.9491